1.
This record from the Open Molecules 2025 dataset describes a molecular structure, C14H43AlO9PS5. The level of theory is ωB97M-V with the def2-TZVPD basis set.

```
73
Properties=species:S:1:pos:R:3
C -4.52 -2.16 0.19
C -3.14 -1.65 -0.19
C -2.11 -2.77 -0.45
O -0.95 -2.68 0.34
C -1.18 -2.86 1.75
Al 0.49 -3.35 2.76
P 1.61 -1.30 3.38
O 2.80 -1.49 4.25
O 0.54 -0.21 4.00
O 1.95 -0.34 2.09
H -4.47 -2.85 1.04
H -5.20 -1.34 0.45
H -4.98 -2.71 -0.64
H -2.75 -0.98 0.58
H -3.24 -1.05 -1.10
H -1.77 -2.73 -1.49
H -2.59 -3.75 -0.30
H -1.58 -1.92 2.17
H -1.98 -3.61 1.89
H 0.05 -4.00 4.18
H 1.57 -4.21 1.92
H -0.01 -0.67 4.65
H 2.69 -0.73 1.60
C -2.61 3.01 -3.55
S -2.31 1.56 -2.54
O -3.50 1.44 -1.65
C -0.97 2.25 -1.58
H -3.45 2.78 -4.21
H -2.86 3.85 -2.90
H -1.74 3.23 -4.17
H -1.32 3.14 -1.05
H -0.14 2.49 -2.25
H -0.66 1.49 -0.86
C 8.51 -1.68 3.32
S 6.91 -1.91 2.53
O 6.74 -0.75 1.61
C 5.93 -1.59 3.99
H 9.28 -1.80 2.56
H 8.55 -0.68 3.75
H 8.63 -2.43 4.11
H 6.18 -0.59 4.37
H 6.17 -2.35 4.74
H 4.87 -1.64 3.75
C -3.24 4.15 -8.15
S -1.69 4.66 -7.40
O -1.21 3.50 -6.60
C -2.40 5.82 -6.23
H -3.00 3.39 -8.89
H -3.88 3.72 -7.38
H -3.70 5.01 -8.63
H -3.12 5.29 -5.60
H -2.88 6.64 -6.77
H -1.59 6.21 -5.62
C -7.52 1.25 -6.26
S -6.24 1.90 -5.18
O -5.14 2.36 -6.07
C -5.72 0.33 -4.48
H -7.93 2.08 -6.82
H -7.08 0.52 -6.94
H -8.30 0.79 -5.66
H -5.40 -0.33 -5.29
H -6.55 -0.10 -3.92
H -4.90 0.53 -3.80
C 6.36 -0.64 7.77
S 7.82 -1.61 8.17
O 8.29 -2.22 6.90
C 6.95 -2.90 9.07
H 6.69 0.19 7.15
H 5.66 -1.26 7.21
H 5.91 -0.27 8.69
H 6.21 -3.35 8.41
H 6.49 -2.48 9.96
H 7.69 -3.65 9.35
```

**Energy relative to the best compared isomer or geometry (same formula, charge and spin)**: 0.000 eV
**Largest force on an atom**: 0.3 eV/A
**Total charge**: -1
**E_HOMO**: -5.173 eV


2.
This record from the Open Molecules 2025 dataset describes 8 unconnected molecules or ions with the total composition C14H44O11 at a distorted geometry. The level of theory is ωB97M-V with the def2-TZVPD basis set.

```
69
Properties=species:S:1:pos:R:3
C 3.20 1.18 -1.92
O 2.67 -0.01 -2.55
C 2.29 -0.91 -1.51
C 1.61 -2.15 -2.12
O 0.50 -1.79 -2.90
C 0.09 -2.81 -3.77
H 4.03 0.79 -1.33
H 2.39 1.64 -1.36
H 3.52 1.92 -2.65
H 1.53 -0.42 -0.90
H 3.16 -1.19 -0.92
H 1.29 -2.71 -1.23
H 2.31 -2.65 -2.79
H -0.03 -3.72 -3.19
H 0.72 -3.06 -4.63
H -0.81 -2.43 -4.25
C 4.46 -4.54 1.50
O 3.12 -4.03 1.37
C 2.49 -3.71 2.62
C 1.12 -3.18 2.31
O 1.27 -1.91 1.65
C 0.03 -1.41 1.14
H 4.80 -4.67 0.47
H 4.54 -5.48 2.03
H 5.12 -3.85 2.04
H 3.00 -2.95 3.22
H 2.47 -4.58 3.28
H 0.53 -3.00 3.21
H 0.53 -3.82 1.64
H 0.13 -0.38 0.77
H -0.75 -1.30 1.89
H -0.35 -2.08 0.37
C -3.00 3.62 -0.26
O -2.83 2.25 0.06
C -4.08 1.56 0.07
C -3.83 0.09 0.39
O -3.56 -0.09 1.80
C -3.34 -1.53 2.07
H -2.07 4.17 -0.34
H -3.57 4.12 0.53
H -3.48 3.79 -1.22
H -4.59 1.61 -0.89
H -4.71 2.04 0.82
H -2.96 -0.20 -0.20
H -4.78 -0.36 0.09
H -2.70 -1.93 1.28
H -4.27 -2.10 2.03
H -2.95 -1.74 3.06
O -0.12 0.88 -3.14
H 0.59 0.24 -3.11
H -0.59 0.69 -3.95
O 1.46 2.55 1.42
H 1.02 3.30 1.82
H 0.84 2.21 0.79
O -0.40 1.90 -0.46
H -0.38 1.43 -1.30
H -1.32 1.92 -0.22
C -1.75 1.98 3.38
O -2.82 1.23 3.92
H -1.16 1.43 2.64
H -2.19 2.88 2.97
H -1.09 2.18 4.22
H -3.24 0.79 3.17
C 1.23 4.57 -1.89
O 1.05 5.76 -2.51
H 2.09 4.02 -2.28
H 1.41 4.57 -0.82
H 0.38 3.90 -2.04
H 0.70 5.47 -3.36
```

**Multiplicity**: 2
**⟨S²⟩**: 0.750
**Largest force on an atom**: 3.3 eV/A
**Total charge**: -1
**E_HOMO (spin up / spin down)**: 0.762 / -7.350 eV


3.
This record from the Open Molecules 2025 dataset describes 8 unconnected molecules or ions with the total composition C14H44O8 at a distorted geometry. The level of theory is ωB97M-V with the def2-TZVPD basis set.

```
66
Properties=species:S:1:pos:R:3
C 2.03 -0.89 -4.96
O 2.84 -0.50 -3.88
H 2.13 -1.96 -5.20
H 0.96 -0.69 -4.85
H 2.37 -0.36 -5.85
H 2.42 -0.77 -3.06
C 1.54 4.43 0.93
O 1.84 4.89 2.25
H 0.76 3.67 0.94
H 1.15 5.29 0.39
H 2.46 4.09 0.45
H 2.43 4.26 2.66
C -0.90 3.17 -2.64
O -0.24 4.43 -2.59
H -1.30 2.97 -3.65
H -0.34 2.30 -2.32
H -1.79 3.25 -2.00
H -0.93 5.09 -2.46
C 0.38 -3.08 3.06
O 1.58 -2.32 3.02
H -0.12 -2.98 2.10
H 0.56 -4.14 3.26
H -0.29 -2.67 3.83
H 1.95 -2.35 3.91
C -4.36 -0.52 0.14
O -5.67 0.02 0.21
H -3.91 -0.28 -0.82
H -3.70 -0.17 0.94
H -4.43 -1.61 0.18
H -6.11 -0.35 0.98
C -0.86 -0.33 0.06
C 0.60 -0.24 -0.29
C 1.30 1.00 0.27
O 1.28 -1.42 0.19
H -1.37 -1.11 -0.50
H -1.45 0.57 -0.13
H -0.96 -0.51 1.14
H 0.83 -0.20 -1.36
H 1.20 1.03 1.36
H 0.89 1.86 -0.26
H 2.37 0.96 0.08
H 1.30 -1.33 1.16
C -2.81 3.34 1.17
C -3.29 2.74 2.50
C -2.31 1.71 3.06
O -3.43 3.80 3.44
H -3.34 4.29 1.04
H -3.11 2.80 0.27
H -1.74 3.58 1.19
H -4.27 2.28 2.37
H -2.57 1.60 4.12
H -1.29 2.11 3.15
H -2.29 0.77 2.52
H -2.65 4.36 3.38
C 1.63 -4.81 -1.26
C 3.05 -4.49 -0.79
C 4.08 -5.21 -1.62
O 3.28 -3.08 -1.00
H 1.48 -5.89 -1.11
H 1.55 -4.68 -2.35
H 0.84 -4.23 -0.78
H 3.15 -4.73 0.27
H 4.27 -6.23 -1.30
H 5.01 -4.63 -1.61
H 3.83 -5.25 -2.69
H 2.50 -2.62 -0.67
```

**Energy relative to the best compared isomer or geometry (same formula, charge and spin)**: 2.372 eV
**Largest force on an atom**: 1.7 eV/A
**SMILES**: CC(C)O.CC(C)O.CC(C)O.CO.CO.CO.CO.CO
**E_HOMO**: -9.662 eV


Q: What is the formula in the third record?
A: C14H44O8